1.
31
Properties=species:S:1:pos:R:3:forces:R:3:lowdin_charge:R:1 method="wB97M-V/def2-TZVPD" charge=+2 multiplicity=1 gap_ev=2.33 relative_energy_ev=2.440
C -0.882 1.704 -3.073 2.892 -0.435 -0.165 -0.14
C -1.288 1.267 -1.819 0.544 -2.019 2.520 -0.01
C 0.472 1.291 -3.294 -2.315 1.389 0.337 -0.06
C 0.023 0.414 -1.217 -0.686 0.761 -1.070 0.05
C 1.930 -0.509 -0.766 0.917 -0.535 0.404 -0.33
C -1.531 2.357 -4.189 -2.692 0.906 -0.178 0.00
C 1.349 1.540 -4.417 -2.573 -0.273 -1.615 0.07
C 2.965 -1.212 -0.050 -1.031 -3.068 1.800 0.04
C 0.190 -0.722 1.046 1.556 -1.450 0.942 0.06
N 2.123 0.018 -1.910 -1.051 1.230 -2.064 0.27
N 0.892 0.602 -2.197 2.103 -1.657 1.801 0.00
N -2.385 1.347 -1.079 1.602 -0.791 -0.378 0.27
N 0.673 -0.310 -0.278 -2.237 0.588 -0.820 0.04
N -1.298 -2.767 8.001 0.717 4.104 -0.018 -0.01
H -2.450 1.835 -4.419 -0.450 -0.216 -0.152 0.11
H -1.835 3.406 -4.137 0.357 -0.021 0.583 0.12
H -0.949 2.269 -5.055 0.770 -0.055 -1.086 0.06
H 0.760 1.617 -5.405 1.298 -0.346 1.536 0.16
H 1.900 2.418 -4.290 0.446 2.244 0.347 0.12
H 2.152 0.886 -4.383 1.299 -2.014 -0.497 0.08
H 3.741 -1.507 -0.720 0.430 -0.344 -0.500 0.10
H 2.512 -2.177 0.505 1.174 2.147 -1.279 0.16
H 3.409 -0.580 0.681 0.322 0.532 0.871 0.10
H 0.861 -0.139 1.726 -0.953 -0.728 -0.017 0.14
H -0.808 -0.372 1.050 -0.980 0.132 0.723 0.07
H 0.239 -1.896 1.310 0.011 2.791 -1.078 0.18
H -3.123 1.924 -1.419 -0.907 0.362 -0.096 0.15
H -2.548 0.746 -0.249 0.150 0.864 -0.846 0.17
H -1.209 -1.785 8.418 -0.700 -2.057 -0.905 0.04
H -0.471 -3.225 8.301 -0.221 -1.349 0.321 -0.02
H -2.239 -3.102 7.990 0.209 -0.688 0.579 -0.01



2.
35
Properties=species:S:1:pos:R:3:forces:R:3:lowdin_charge:R:1 method="wB97M-V/def2-TZVPD" charge=-2 multiplicity=1 gap_ev=3.82 relative_energy_ev=0.235
C -2.545 2.471 -2.458 -0.321 0.121 -0.109 -0.09
C -3.295 2.382 -1.130 0.346 -0.118 -0.245 -0.29
O -2.509 1.995 -0.034 -0.041 -0.022 0.223 -0.15
C -1.409 2.826 0.273 -0.015 0.010 0.189 -0.21
C -0.053 2.420 -0.319 0.239 0.422 0.256 -0.31
O 0.687 1.622 0.565 -0.205 -0.286 -0.462 -0.24
Al 0.723 -0.116 0.078 -0.447 -0.519 0.568 0.22
C 0.919 -1.196 1.784 0.092 -0.013 -0.168 -0.25
C 1.843 -2.419 1.708 -0.278 0.488 0.119 -0.38
C 1.712 -3.314 2.956 -0.176 0.184 -0.099 -0.57
S 3.341 -3.898 3.548 0.182 -0.118 -0.095 0.63
C -0.935 -0.774 -0.941 0.041 -0.123 0.072 -0.72
O -1.634 -1.625 -0.324 0.026 0.059 -0.123 -0.16
O -1.170 -0.371 -2.132 0.052 -0.088 -0.092 -0.20
P 2.557 -0.464 -1.488 0.460 0.624 -0.036 0.66
O 2.832 -2.150 -1.406 -0.311 -0.102 -0.133 -0.45
O 1.694 -0.334 -2.915 0.484 -0.682 -0.229 -0.46
H -2.060 3.443 -2.579 0.191 -0.088 0.019 0.06
H -3.276 2.367 -3.267 0.020 0.090 -0.034 0.06
H -1.841 1.642 -2.549 0.011 -0.056 0.048 0.05
H -3.778 3.350 -0.907 -0.128 -0.035 -0.017 0.10
H -4.054 1.604 -1.226 -0.057 0.054 0.152 0.11
H -1.634 3.879 0.033 -0.125 -0.033 -0.171 0.11
H -1.288 2.762 1.359 0.049 0.038 -0.007 0.12
H -0.183 1.942 -1.296 -0.132 0.034 -0.021 0.09
H 0.486 3.372 -0.483 0.090 -0.050 -0.085 0.10
H -0.104 -1.557 1.953 -0.062 0.113 -0.010 0.05
H 1.195 -0.555 2.633 0.064 -0.055 0.057 0.04
H 2.874 -2.073 1.595 0.056 -0.182 -0.053 0.07
H 1.571 -2.978 0.811 0.260 -0.149 0.029 0.09
H 1.055 -4.157 2.745 0.086 -0.095 0.099 0.06
H 1.261 -2.727 3.755 0.079 0.001 0.063 0.05
H 3.069 -4.041 4.850 -0.123 -0.048 0.037 -0.20
H 3.043 -2.425 -2.305 0.193 -0.030 0.024 0.00
H 0.906 -0.903 -2.886 -0.596 0.655 0.234 0.00



3.
98
Properties=species:S:1:pos:R:3:forces:R:3:lowdin_charge:R:1 method="wB97M-V/def2-TZVPD" charge=0 multiplicity=1 gap_ev=10.73 relative_energy_ev=0.000
C 0.438 3.593 2.170 0.507 -0.947 1.006 -0.04
C 1.315 2.543 2.897 0.064 -0.856 -0.950 -0.16
O 0.628 1.992 4.049 -0.051 -0.488 -0.062 0.05
C -0.397 1.218 3.758 -1.390 1.577 -0.219 -0.61
O -0.862 0.974 2.667 0.741 -0.724 -0.488 0.07
O -1.077 0.964 4.868 0.506 -0.385 0.249 0.01
C -2.267 0.228 4.694 -0.735 -1.527 0.693 -0.06
H 0.239 4.466 2.786 0.068 0.107 -0.035 0.08
H -0.492 3.072 1.941 -0.029 0.339 -0.147 0.06
H 0.926 3.860 1.246 0.177 0.278 -0.283 0.07
H 2.287 2.820 3.327 -0.624 0.421 -0.594 0.09
H 1.463 1.691 2.180 0.104 0.763 0.588 0.11
H -2.984 0.618 3.939 0.862 -0.188 0.331 0.10
H -2.703 0.322 5.681 -0.487 -0.028 0.074 0.09
H -2.079 -0.893 4.580 -0.065 1.498 -0.351 0.12
C -1.110 -3.697 -2.428 -0.188 0.013 -0.168 -0.06
C 0.301 -4.253 -2.326 -0.092 -0.442 0.332 -0.19
O 1.298 -3.231 -2.388 0.293 0.771 0.651 0.01
C 1.446 -2.640 -3.566 0.700 -0.119 -1.948 -0.56
O 0.835 -2.951 -4.580 0.732 0.791 1.495 0.10
O 2.444 -1.707 -3.592 -1.223 -0.983 -0.358 -0.02
C 3.450 -1.746 -2.567 -0.645 -0.589 -0.029 -0.06
H -1.239 -3.336 -3.429 -0.167 -0.084 -0.585 0.03
H -1.301 -2.788 -1.813 0.243 -0.935 0.154 0.08
H -1.848 -4.509 -2.272 0.334 0.570 0.233 0.10
H 0.583 -4.944 -3.128 -0.651 -0.085 0.084 0.13
H 0.440 -4.764 -1.364 0.210 0.296 -0.231 0.12
H 2.922 -1.590 -1.617 0.835 0.096 -0.107 0.04
H 4.151 -0.973 -2.865 -0.082 0.155 0.396 0.10
H 3.957 -2.723 -2.606 -0.145 0.296 0.203 0.10
C -2.001 -1.166 -4.876 -0.221 1.373 -0.294 -0.05
C -3.075 -1.243 -3.811 -0.132 0.277 -0.284 -0.18
O -2.613 -0.555 -2.600 0.415 -0.696 -0.659 0.01
C -3.545 -0.427 -1.682 -1.324 1.072 1.298 -0.62
O -4.745 -0.473 -1.850 0.631 -0.319 0.219 0.11
O -2.942 -0.115 -0.515 -0.066 0.258 0.325 -0.05
C -3.681 0.178 0.731 1.156 1.658 -1.565 0.01
H -1.138 -1.757 -4.604 0.132 -0.188 -0.294 0.03
H -1.660 -0.114 -4.966 -0.138 -0.479 0.061 0.08
H -2.404 -1.427 -5.880 0.261 -0.175 0.807 0.10
H -3.227 -2.290 -3.537 -0.418 0.183 0.031 0.12
H -4.013 -0.748 -4.108 0.334 -0.443 0.048 0.13
H -2.871 0.378 1.447 -0.475 0.051 -0.216 0.07
H -4.241 -0.647 0.980 -1.129 -2.134 0.705 0.06
H -4.412 1.008 0.652 0.777 -0.161 -0.320 0.11
C -1.186 -2.618 1.520 -1.416 -0.532 -1.857 -0.04
C -1.980 -3.714 2.127 1.377 -1.764 0.444 -0.15
O -0.955 -4.712 2.587 -0.340 0.571 0.066 0.04
C -1.153 -5.987 2.304 -0.563 0.371 0.079 -0.64
O -2.066 -6.444 1.672 -0.602 0.096 -0.619 0.11
O -0.206 -6.742 2.848 0.003 0.151 -0.511 0.02
C -0.307 -8.092 2.414 0.226 -1.346 -0.408 -0.06
H -0.925 -2.983 0.514 0.405 0.379 0.278 0.08
H -0.323 -2.392 2.081 0.837 0.589 0.639 0.08
H -1.879 -1.797 1.359 0.353 0.511 0.121 0.06
H -2.621 -4.229 1.425 -0.260 0.036 -0.051 0.12
H -2.508 -3.440 3.013 -0.436 0.190 0.580 0.11
H -1.311 -8.529 2.420 0.025 0.562 0.498 0.09
H 0.317 -8.596 3.132 0.258 -0.521 -0.054 0.09
H 0.023 -8.303 1.368 0.203 0.743 0.765 0.11
C 0.256 6.280 -2.707 -0.279 0.305 -0.708 -0.06
C -0.940 5.831 -3.508 0.316 -1.060 -0.143 -0.22
O -1.734 4.932 -2.729 -0.624 -0.166 0.170 -0.01
C -2.760 4.321 -3.349 0.709 -0.624 0.132 -0.59
O -3.047 4.382 -4.531 0.049 0.053 1.723 0.11
O -3.320 3.543 -2.376 -1.227 -0.450 -2.075 -0.05
C -4.568 2.833 -2.864 0.538 1.876 1.482 0.02
H 0.089 7.020 -1.948 -0.462 0.295 0.430 0.07
H 0.903 6.736 -3.450 0.468 0.038 0.064 0.08
H 0.735 5.430 -2.266 0.417 -0.498 0.154 0.07
H -0.546 5.245 -4.355 -0.422 0.460 -0.013 0.13
H -1.602 6.619 -3.813 -0.006 0.560 -0.490 0.12
H -4.423 2.326 -3.819 0.105 0.097 0.283 0.09
H -5.320 3.656 -2.910 0.340 -0.903 -0.371 0.11
H -4.818 2.193 -2.009 0.091 -0.087 -0.605 0.08
C 5.035 -0.766 2.233 0.844 -0.232 0.271 -0.06
C 5.609 0.321 3.117 -1.469 0.269 0.418 -0.20
O 4.653 1.427 3.073 0.035 1.001 0.343 0.02
C 4.937 2.638 3.581 1.006 0.483 -0.081 -0.50
O 4.171 3.591 3.531 1.767 -1.743 0.314 0.10
O 6.249 2.673 4.102 -2.180 0.654 -1.222 -0.06
C 6.696 4.025 4.392 -0.871 -0.345 -0.280 -0.03
H 4.095 -1.110 2.670 0.124 -0.195 -0.384 0.08
H 5.817 -1.542 2.252 -0.566 -0.220 0.087 0.08
H 4.940 -0.502 1.168 -0.213 0.296 0.546 0.08
H 6.562 0.637 2.789 0.967 0.528 -0.375 0.11
H 5.673 0.031 4.174 0.083 -0.224 -0.343 0.13
H 6.624 4.720 3.553 -0.105 -0.452 -0.279 0.10
H 7.725 3.889 4.643 0.513 0.161 0.579 0.08
H 6.045 4.427 5.159 0.349 0.113 0.447 0.09
Cl 1.733 0.568 -0.628 -0.324 -0.335 -0.261 0.56
C -0.081 0.657 -0.921 1.452 0.734 1.428 -0.57
C -0.375 2.000 -1.517 -0.755 -1.208 -0.205 -0.64
Cl 0.172 2.113 -3.212 0.174 0.116 0.070 0.61
H -0.434 0.579 0.127 -0.302 0.058 -0.871 0.06
H -0.442 -0.119 -1.565 0.190 -0.625 -0.108 0.05
H 0.026 2.795 -0.922 0.021 0.527 0.050 0.06
H -1.452 1.963 -1.574 -0.427 0.836 0.055 0.05



| no. | HOMO energy (eV) | DFT total energy (eV) |
| --- | --- | --- |
| 1 | -12.5404 | -17039.8430 |
| 2 | 0.5773 | -47595.6119 |
| 3 | -10.2614 | -89704.8969 |